1.
This record from OMol25 describes a molecular structure, C44H88O11. The level of theory is ωB97M-V/def2-TZVPD.

Geometry (Å):
C  -0.823871  3.955953  3.732606
C  -1.978951  4.755933  4.094276
C  -3.046641  4.471313  2.970266
O  -2.606981  3.300903  2.327756
C  -1.459691  2.736603  3.058526
H  -0.191501  3.624973  4.556406
H  -0.191661  4.323723  2.924416
H  -1.643771  5.779123  4.264136
H  -2.410101  4.457533  5.049866
H  -3.013721  5.230023  2.188376
H  -4.021411  4.301063  3.427376
H  -0.836011  2.084853  2.446686
H  -1.956611  2.046423  3.740296
C  4.099949  -1.318077  1.667776
C  4.910059  -2.197737  0.875976
C  5.138479  -1.374587  -0.389114
O  4.059429  -0.403277  -0.497724
C  3.232659  -0.648047  0.631296
H  4.699749  -0.580327  2.200746
H  3.502619  -1.859327  2.401496
H  4.508879  -3.211027  0.856036
H  5.827309  -2.217177  1.464526
H  5.188599  -1.907897  -1.338414
H  6.059219  -0.795107  -0.321644
H  2.417199  -1.316117  0.354186
H  2.863439  0.329393  0.941756
C  -2.426551  -3.370267  1.110396
C  -1.374011  -2.817857  0.186166
C  -0.224261  -3.756447  0.363206
O  -0.963451  -4.954957  0.459106
C  -2.268611  -4.847237  1.024696
H  -3.374021  -3.021857  0.699296
H  -2.225171  -2.932987  2.088316
H  -1.087011  -1.769327  0.265716
H  -1.839541  -2.960037  -0.789114
H  0.290419  -3.688727  1.321656
H  0.596089  -3.773657  -0.354294
H  -2.256021  -5.249927  2.037496
H  -2.896521  -5.383927  0.313496
C  -4.220101  -0.585017  -0.474414
C  -2.771561  -0.508547  -0.433804
C  -2.192511  -0.829267  -1.800124
O  -3.238651  -1.672937  -2.378164
C  -4.535491  -1.396097  -1.759694
H  -4.706181  0.390533  -0.485904
H  -4.654971  -1.080397  0.393686
H  -2.429891  -1.179787  0.354106
H  -2.489381  0.448553  0.004866
H  -1.381671  -1.557627  -1.789674
H  -2.063381  0.009103  -2.484654
H  -5.059151  -2.317127  -1.503584
H  -5.134661  -0.739937  -2.391014
C  0.390329  -1.522047  2.692866
C  -0.069441  -0.647367  3.911756
C  1.163049  -0.756557  4.754406
O  1.747119  -2.012247  4.435716
C  0.946819  -2.698437  3.533826
H  1.136719  -1.045757  2.057136
H  -0.502581  -1.710247  2.096716
H  -0.859061  -1.142727  4.476756
H  -0.310031  0.403333  3.749806
H  0.914639  -0.700967  5.814266
H  1.781379  0.100153  4.486406
H  0.150559  -3.340797  3.909886
H  1.442599  -3.328007  2.794936
C  -0.945601  3.429633  -1.999084
C  -1.661321  2.888643  -0.726964
C  -2.630291  3.923543  -0.274254
O  -2.520061  4.936783  -1.189724
C  -1.235911  4.912963  -1.845014
H  -1.400021  3.113363  -2.938014
H  0.075739  3.052153  -1.949424
H  -0.947101  2.678793  0.069256
H  -2.103111  1.923443  -0.974564
H  -2.263241  4.264843  0.693676
H  -3.578291  3.399933  -0.150824
H  -0.449121  5.429933  -1.295644
H  -1.288321  5.334183  -2.848964
C  3.834609  1.983143  -3.050264
C  3.956099  1.234033  -4.301644
C  4.918499  0.059233  -3.959274
O  4.636629  -0.148897  -2.558724
C  3.872749  0.889743  -1.984614
H  2.844589  2.439063  -3.040164
H  4.565139  2.748013  -2.786844
H  4.478599  1.854883  -5.029414
H  2.986739  0.840093  -4.607014
H  5.988069  0.175493  -4.134184
H  4.615619  -0.832207  -4.508554
H  4.410989  1.148723  -1.072844
H  2.929029  0.399443  -1.745664
C  0.521959  0.534443  -1.111894
C  -0.624381  0.374473  -0.076844
C  -0.060431  1.174333  1.087686
O  1.219469  0.543433  1.024176
C  1.598279  0.195183  -0.246734
H  0.703329  1.574793  -1.381854
H  0.388429  -0.099677  -1.988344
H  -0.799271  -0.692127  0.064086
H  -1.633521  0.772853  -0.181904
H  -0.511161  1.000393  2.064766
H  0.161749  2.215133  0.852166
H  1.588219  -0.893407  -0.301224
H  2.551939  0.537333  -0.648694
C  -3.650841  -0.038817  2.275916
C  -4.594871  -0.160547  3.527346
C  -3.645841  -0.118777  4.737636
O  -2.357601  -0.014757  4.158946
C  -2.323751  -0.631617  2.868886
H  -3.642161  0.987503  1.908896
H  -4.025901  -0.478897  1.351926
H  -5.226521  -1.045607  3.603406
H  -5.304971  0.657313  3.649686
H  -3.629101  -1.011587  5.362706
H  -3.752671  0.799693  5.314766
H  -2.249281  -1.717837  2.920566
H  -1.401011  -0.354707  2.359016
C  -0.738001  1.829013  -4.547044
C  -0.370611  1.157523  -3.294834
C  0.996919  0.514553  -3.429094
O  1.505379  1.280683  -4.528014
C  0.495099  1.615613  -5.495534
H  -0.910941  2.881883  -4.324274
H  -1.648251  1.454243  -5.015124
H  -1.160881  0.416993  -3.171574
H  -0.532241  1.759463  -2.400594
H  1.096079  -0.561337  -3.572994
H  1.810509  0.734183  -2.737764
H  0.394599  0.842203  -6.257004
H  0.526969  2.564093  -6.031694
C  3.071139  -3.753127  -1.956334
C  3.093929  -2.308267  -2.498304
C  1.876749  -1.704817  -1.759154
O  0.971399  -2.861347  -1.703154
C  1.619569  -4.109927  -1.994584
H  3.329559  -3.706827  -0.898424
H  3.767869  -4.427397  -2.454364
H  2.812529  -2.313397  -3.551344
H  4.088139  -1.878777  -2.375024
H  1.504629  -0.822277  -2.279494
H  2.158329  -1.344847  -0.769594
H  1.300359  -4.282437  -3.022424
H  1.217949  -4.784847  -1.238754

Atoms 1-3, force components in eV/Å:
C 1.374 -2.973 -1.269
C -1.545 1.474 0.447
C 1.365 0.401 0.714

Output
- Total charge: 0
- Energy: -69541.3239 eV

2.
This record from OMol25 describes a molecular structure, C12H30F4KN2O16P2S4. The level of theory is ωB97M-V/def2-TZVPD.

Geometry (Å):
K  -16.107990  15.405900  20.031630
N  -14.687310  17.654780  20.537430
S  -13.506370  17.826930  19.694560
O  -12.492790  16.710840  19.706150
O  -13.128270  19.208090  19.360770
F  -14.324880  17.336650  18.348350
S  -14.083420  18.277080  21.976420
O  -14.454490  19.665920  22.255590
O  -12.753800  17.776520  22.365750
F  -15.032810  17.342010  22.926330
N  -18.346810  16.863180  19.787040
S  -19.129160  16.625360  18.288140
O  -19.814480  17.812520  17.810440
O  -19.624230  15.280940  17.951860
F  -17.847390  16.761730  17.288430
S  -19.607090  16.660100  20.640510
O  -20.223180  15.341590  20.568260
O  -20.416160  17.879360  20.896700
F  -18.786650  16.586840  22.032150
C  -10.150920  13.044410  18.252030
C  -11.416930  13.856080  18.672290
O  -12.273920  13.880230  17.601810
P  -13.745630  13.255100  17.589310
O  -14.765500  13.717550  18.580500
O  -14.215830  13.438870  16.052420
C  -15.498690  12.915720  15.742350
C  -16.511350  14.058110  15.792790
O  -13.356630  11.713970  17.734400
C  -13.958100  10.887890  18.668970
C  -14.955470  9.916920  18.043050
H  -9.395460  12.714260  18.965050
H  -10.437710  12.210900  17.610870
H  -9.572480  13.518210  17.458930
H  -11.832610  13.409030  19.575310
H  -11.150300  14.869130  18.973520
H  -15.411200  12.614080  14.698580
H  -15.974480  12.188220  16.399980
H  -16.776450  14.334810  16.813210
H  -16.037330  14.888450  15.269400
H  -17.409430  13.941220  15.186260
H  -13.074300  10.322690  18.964850
H  -14.368880  11.359890  19.561480
H  -15.083290  9.016730  18.644230
H  -15.853040  10.535340  18.047380
H  -14.603780  9.688540  17.036930
C  -19.323620  14.577970  24.131230
C  -17.807320  14.504210  24.363670
O  -17.601610  13.120790  24.216850
P  -17.094550  12.427830  22.858960
O  -16.808230  13.396080  21.773130
O  -15.776660  11.501530  23.306930
C  -15.095840  10.909470  22.220410
C  -14.101120  9.899450  22.762470
O  -18.249820  11.319680  22.534030
C  -19.349800  11.621360  21.761520
C  -19.667340  10.605820  20.616450
H  -19.683960  14.327530  23.133470
H  -19.839940  14.030170  24.919550
H  -19.594560  15.611050  24.349030
H  -17.191010  15.153210  23.741520
H  -17.494980  14.867230  25.342840
H  -15.804140  10.538940  21.479390
H  -14.538550  11.633010  21.625410
H  -14.707010  9.139230  23.255500
H  -13.506840  9.400830  21.996760
H  -13.606480  10.378750  23.607270
H  -20.206230  11.471540  22.418920
H  -19.260490  12.631630  21.362180
H  -20.061970  9.709280  21.094540
H  -20.526010  10.859920  19.994990
H  -18.725640  10.351160  20.130180

Atoms 1-3, force components in eV/Å:
K 0.128 -0.266 0.081
N -2.572 0.993 6.491
S 6.488 -1.496 -8.896

Output
- Total charge: -1
- Energy: -137790.0341 eV

3.
This record from OMol25 describes 6 unconnected molecules or ions with the total composition H12O6. The level of theory is ωB97M-V/def2-TZVPD.

Geometry (Å):
H  -1.070927  -0.253705  -0.097370
H  0.244970  -0.711430  -0.704778
H  0.502466  1.753808  -0.045028
H  1.535242  2.813237  0.302859
H  -1.108166  -1.091395  -2.662146
H  -0.225377  0.101260  -2.333060
H  -1.752135  -1.749592  4.372818
H  -0.357821  -1.556036  3.799701
H  3.220077  -3.189850  -2.183128
H  3.973079  -2.477810  -1.071359
H  -2.731729  2.706368  0.730134
H  -2.577482  3.406588  -0.609993
O  -0.116563  -0.193621  0.023341
O  1.083091  2.409929  -0.446736
O  -0.197446  -0.781147  -2.719799
O  -0.819598  -1.865779  4.586981
O  3.130112  -2.901884  -1.267719
O  -2.731791  3.581059  0.325282

Atoms 1-3, force components in eV/Å:
H 0.087 -0.107 0.133
H 0.209 -0.252 -0.058
H 0.061 -0.306 -0.033

Output
- Total charge: 0
- SMILES: O.O.O.O.O.O
- Energy: -12479.4555 eV

4.
This record from OMol25 describes a molecular structure, C7H14N. The level of theory is ωB97M-V/def2-TZVPD.

Geometry (Å):
C  -1.349444  0.210777  3.582255
C  -1.707631  -0.442478  2.169999
C  -0.807500  0.090767  1.046193
C  1.816945  1.260870  -3.271237
C  0.963230  0.136095  -2.702525
C  0.874466  -0.518024  -1.538656
C  0.688084  -1.044239  -3.446972
N  -0.048459  -0.217632  3.846425
H  -1.580856  1.289177  3.813236
H  -2.062854  -0.394729  4.253746
H  -2.788208  -0.348668  1.984641
H  -1.468057  -1.515156  2.479495
H  0.017698  0.646417  1.411653
H  -1.387497  0.760227  0.414606
H  2.686118  1.280456  -2.654112
H  2.269072  0.986164  -4.226905
H  1.554639  -1.211182  -1.049351
H  -0.173370  -1.605322  -3.176116
H  1.121030  -1.275292  -4.438431
H  0.482063  0.269529  4.541170
H  1.347536  2.276488  -3.366401
H  -0.447004  -0.634245  0.327285

Atoms 1-3, force components in eV/Å:
C 1.289 0.465 -0.299
C 0.310 -1.567 1.119
C -1.554 0.374 -0.277

Output
- Total charge: +1
- Energy: -8959.0439 eV

5.
This record from OMol25 describes a molecular structure, C4H8O3. The level of theory is ωB97M-V/def2-TZVPD.

Geometry (Å):
C  2.026393  0.243721  0.197330
O  0.585497  0.450240  0.240680
C  -0.210491  -0.870739  0.077480
O  0.308667  -1.740590  -0.613994
C  -1.399038  -0.611635  0.660162
C  -0.467829  1.244235  -0.978955
O  -2.484124  -1.439768  0.462337
H  2.316567  -0.371829  1.064681
H  2.498225  1.221554  0.286752
H  2.335124  -0.277401  -0.710908
H  -1.544148  0.174699  1.388104
H  0.099895  2.159564  -0.955980
H  -1.535162  1.399222  -0.753723
H  -0.337683  0.613480  -1.857620
H  -2.162049  -2.170994  -0.082912

Atoms 1-3, force components in eV/Å:
C -0.069 0.279 -0.238
O -0.919 0.583 -0.760
C -0.605 -0.638 0.268

Output
- Total charge: 0
- Energy: -10415.2710 eV

6.
This record from OMol25 describes C4H10O2 in the gas phase. The level of theory is ωB97M-V/def2-TZVPD.

Geometry (Å):
C  -2.172523  -0.772287  0.120349
C  -1.222740  0.083591  -0.682772
O  0.020323  -0.140976  -0.112116
C  1.070482  0.659131  -0.508688
C  2.076495  0.387503  0.710862
O  2.130496  -0.943996  1.125149
H  -1.865984  -1.822055  0.060000
H  -3.191787  -0.670110  -0.248770
H  -2.134522  -0.469346  1.172823
H  -1.472454  1.153618  -0.607757
H  -1.203374  -0.191956  -1.747737
H  0.825925  1.745867  -0.556516
H  1.407866  0.405656  -1.553316
H  1.727687  1.021044  1.533532
H  2.811450  0.713014  0.024703
H  1.192664  -1.158691  1.270249

Atoms 1-3, force components in eV/Å:
C -0.256 -0.033 -0.055
C -0.531 0.024 -0.171
O -0.646 -0.223 0.083

Output
- Total charge: 0
- SMILES: CCOCCO
- Energy: -8403.4400 eV

7.
This record from OMol25 describes C4H12N2S in the gas phase. The level of theory is ωB97M-V/def2-TZVPD.

Geometry (Å):
C  -1.207382  -0.144901  -0.620260
N  -0.310932  0.164250  0.464777
C  0.729298  -0.738719  0.854242
C  1.381735  -0.316419  2.168518
S  0.232066  -0.369233  3.589487
C  -0.588861  0.098849  -1.993869
N  -0.339271  1.524620  -2.196133
H  -1.480318  -1.200432  -0.551993
H  -2.060468  0.531519  -0.520276
H  -0.832444  -0.775408  2.895943
H  1.531655  -0.831312  0.122864
H  0.294404  -1.716554  1.044942
H  2.252077  -0.946520  2.311511
H  1.727337  0.714506  2.139970
H  -1.206937  -0.342520  -2.782711
H  0.361503  -0.439517  -2.057194
H  0.586438  1.697124  -2.559609
H  -0.062754  1.141724  0.517575
H  -1.007147  1.948943  -2.827784

Atoms 1-3, force components in eV/Å:
C 0.691 0.199 -0.227
N -0.516 0.274 0.722
C 0.036 0.414 0.372

Output
- Total charge: 0
- SMILES: NCCNCCS
- Energy: -18157.5749 eV

Calculated energy above the lowest of the compared OMol25 structures with the same formula, charge and spin (eV), listed in the same order as above: 31.1089 4.7252 1.6583 10.0339 5.7325 2.1071 0.4437